1.
8
Properties=species:S:1:pos:R:3:lowdin_charge:R:1 method="wB97M-V/def2-TZVPD" de_lowest_ev=0.356 e_lumo_ev=-1.39 homo_lumo_gap_ev=7.79 e_homo_ev=-9.2 molar_mass_g_mol=439.654
C 0.885 0.922 -0.041 -0.7691
C -0.399 1.049 -0.285 -0.7669
Br -0.123 -3.227 -1.188 -0.1850
Br -1.883 1.456 0.831 0.6098
I 1.793 0.828 1.825 0.7731
I -1.110 -2.697 0.962 0.2276
H 1.687 0.892 -0.839 0.0555
H -0.850 0.776 -1.265 0.0551

***

2.
53
Properties=species:S:1:pos:R:3:lowdin_charge:R:1 method="wB97M-V/def2-TZVPD" de_lowest_ev=0.000 e_lumo_ev=0.38 homo_lumo_gap_ev=8.37 e_homo_ev=-8.0 molar_mass_g_mol=420.471 smiles="CC(=O)OCCCCCCc1ccc2c(c1)Nc1cccc(P(=N)(O)O)c1S2"
C -0.051 -1.714 2.057 0.0273
C 1.208 -2.533 1.751 -0.5112
O 1.498 -3.497 2.425 0.1064
O 1.915 -2.098 0.678 -0.0310
C 3.339 -2.071 0.898 -0.1582
C 3.941 -0.699 0.510 -0.1590
C 3.002 0.440 0.915 -0.2027
C 3.472 1.857 0.511 -0.1844
C 3.809 2.050 -0.986 -0.1994
C 2.662 2.773 -1.738 -0.1366
C 1.428 1.864 -1.860 -0.2261
C 1.612 0.520 -2.136 -0.0451
C 0.491 -0.280 -2.200 -0.0848
C -0.754 0.251 -1.998 -0.4465
C -0.963 1.589 -1.758 -0.2644
C 0.166 2.385 -1.695 0.0205
N -2.265 2.102 -1.586 0.1007
C -3.057 1.384 -0.667 -0.2624
C -3.770 2.052 0.309 -0.0191
C -4.518 1.339 1.208 -0.0881
C -4.576 -0.031 1.176 -0.0990
C -3.891 -0.732 0.196 -0.2546
P -3.950 -2.566 0.120 0.4855
N -4.898 -3.029 -1.011 -0.1551
O -4.368 -3.114 1.594 -0.1468
O -2.480 -3.161 -0.127 -0.1660
C -3.148 0.000 -0.718 -0.4180
S -2.221 -0.772 -2.042 1.0515
H -0.876 -2.356 2.373 0.0793
H -0.341 -1.218 1.118 0.0775
H 0.225 -0.976 2.813 0.0962
H 3.623 -2.291 1.931 0.1247
H 3.766 -2.871 0.282 0.1275
H 4.874 -0.608 1.080 0.1218
H 4.173 -0.732 -0.559 0.0973
H 1.973 0.286 0.582 0.0951
H 2.967 0.424 2.018 0.1203
H 4.364 2.089 1.109 0.1071
H 2.708 2.574 0.841 0.1108
H 4.143 1.143 -1.489 0.0839
H 4.662 2.743 -1.021 0.1076
H 2.963 3.130 -2.727 0.1180
H 2.371 3.593 -1.070 0.1047
H 2.584 0.074 -2.303 0.1121
H 0.557 -1.349 -2.391 0.1177
H 0.099 3.454 -1.490 0.1243
H -2.227 3.089 -1.368 0.1304
H -3.733 3.139 0.342 0.1199
H -5.083 1.847 1.985 0.1128
H -5.186 -0.538 1.922 0.1014
H -5.627 -3.586 -0.567 -0.0160
H -4.723 -2.407 2.147 0.0493
H -1.891 -2.963 0.617 0.0429

***

3.
14
Properties=species:S:1:pos:R:3:lowdin_charge:R:1 method="wB97M-V/def2-TZVPD" de_lowest_ev=2.176 e_lumo_ev=1.08 homo_lumo_gap_ev=11.24 e_homo_ev=-10.2 molar_mass_g_mol=88.106 smiles=OCC[C@H]1CO1
O -1.816 0.939 -0.551 -0.0674
C -0.895 1.429 0.401 -0.2524
C 0.366 0.550 0.574 -0.1257
C 0.581 -0.391 -0.586 -0.3010
C 0.991 -1.778 -0.352 -0.1107
O -0.361 -1.462 -0.658 -0.0610
H -1.900 -0.017 -0.431 0.0767
H -0.615 2.427 0.048 0.1142
H -1.379 1.556 1.383 0.1125
H 1.250 1.189 0.694 0.1198
H 0.286 -0.055 1.486 0.1167
H 0.802 0.061 -1.554 0.1516
H 1.170 -2.113 0.671 0.1147
H 1.520 -2.334 -1.125 0.1120

***

4.
17
Properties=species:S:1:pos:R:3:lowdin_charge:R:1 method="wB97M-V/def2-TZVPD" de_lowest_ev=6.315 e_lumo_ev=0.78 homo_lumo_gap_ev=9.42 e_homo_ev=-8.6 molar_mass_g_mol=102.133
C -1.202 -0.245 -2.094 -0.0953
O -0.642 0.063 -0.840 -0.2255
C 0.521 -0.683 -0.556 -0.1980
C 1.114 -0.291 0.777 -0.2681
C 1.264 1.108 1.299 -0.1145
C 0.397 0.138 2.023 -0.0109
O -1.389 0.631 1.685 -0.0848
H -0.499 -0.028 -2.909 0.0921
H -2.090 0.379 -2.212 0.0943
H -1.495 -1.304 -2.155 0.0932
H 0.276 -1.758 -0.540 0.1304
H 1.265 -0.530 -1.354 0.1294
H 1.925 -0.973 1.043 0.1399
H 2.190 1.427 1.772 0.0998
H 0.724 1.889 0.773 0.1141
H -0.829 0.019 2.443 0.0567
H -1.530 0.157 0.846 0.0474